10
Properties=species:S:1:pos:R:3 method="wB97M-V/def2-TZVPD" homo_ev="-11.49 / -11.33" fmax_ha_per_bohr=0.0804 lumo_ev="-3.24 / -3.70" energy_ha=-355.3952 e_above_lowest_kcal_mol=153.55
C -2.774 -1.036 0.078
C -1.797 1.707 0.184
C 0.011 0.223 0.308
N -3.214 -1.974 -0.377
N -2.306 2.643 -0.278
N -1.209 0.737 0.779
O 0.146 0.125 -1.046
H 0.104 -0.827 0.533
H 0.639 0.694 0.981
H 0.202 1.056 -1.375

10
Properties=species:S:1:pos:R:3 method="wB97M-V/def2-TZVPD" homo_ev="-8.91 / -8.91" fmax_ha_per_bohr=0.0128 lumo_ev="-1.03 / -1.03" energy_ha=-355.4785 e_above_lowest_kcal_mol=101.28
O 3.032 -1.149 1.279
C 2.132 -1.209 0.489
N 0.776 -0.925 0.863
C -2.071 1.715 -1.367
N -1.612 0.930 -0.578
C -1.097 0.025 0.184
N 0.211 -0.333 -0.089
H 2.253 -1.493 -0.573
H -1.977 2.793 -1.248
H -1.647 -0.355 1.039

10
Properties=species:S:1:pos:R:3 method="wB97M-V/def2-TZVPD" homo_ev=-9.31 fmax_ha_per_bohr=0.0163 lumo_ev=-0.28 energy_ha=-355.5577 e_above_lowest_kcal_mol=51.59
H -1.001 -0.327 -2.231
N -0.438 -0.124 -1.394
N 0.173 -1.152 -1.041
C 0.894 -0.973 0.157
C 0.681 -0.014 1.079
N -0.230 1.026 1.103
C -1.071 1.428 0.304
O -1.907 1.961 -0.307
H 1.606 -1.772 0.358
H 1.294 -0.052 1.971

10
Properties=species:S:1:pos:R:3 method="wB97M-V/def2-TZVPD" homo_ev=-9.16 fmax_ha_per_bohr=0.0906 lumo_ev=-0.30 energy_ha=-355.4464 e_above_lowest_kcal_mol=121.41
C -1.206 0.551 0.902
C 0.749 -1.830 0.723
C -0.922 0.891 -0.366
N -1.472 0.474 2.051
N 0.166 2.298 -1.952
N -0.444 1.621 -1.140
O 0.697 -0.960 -0.116
H 0.367 -2.901 0.630
H 1.268 -1.902 1.769
H 0.797 1.757 -2.502

10
Properties=species:S:1:pos:R:3 method="wB97M-V/def2-TZVPD" homo_ev="-7.59 / -7.87" fmax_ha_per_bohr=0.0693 lumo_ev="-0.51 / -0.64" energy_ha=-355.3596 e_above_lowest_kcal_mol=175.90
C 1.533 -0.058 0.778
C -1.062 0.465 -0.122
C -0.303 -0.333 -0.961
N 0.628 0.338 1.492
N 0.088 -0.955 -1.870
N -0.469 0.977 1.074
O 0.584 -1.647 -2.714
H 2.115 -0.913 1.077
H -1.939 0.844 -0.481
H -1.174 1.282 1.728

10
Properties=species:S:1:pos:R:3 method="wB97M-V/def2-TZVPD" homo_ev=-10.83 fmax_ha_per_bohr=0.0319 lumo_ev=-1.98 energy_ha=-355.5603 e_above_lowest_kcal_mol=49.97
N 0.552 0.763 3.282
C 0.914 1.538 2.523
C 1.509 2.498 1.619
O 1.195 3.639 1.404
C 2.608 1.827 0.888
N 3.404 1.286 0.266
N -0.211 -0.042 0.044
H -1.057 0.547 0.012
H -0.085 -0.325 1.027
H -0.530 -0.878 -0.419

11
Properties=species:S:1:pos:R:3 method="wB97M-V/def2-TZVPD" homo_ev=-9.70 fmax_ha_per_bohr=0.2012 lumo_ev=0.26 energy_ha=-430.6639 e_above_lowest_kcal_mol=161.32
C 0.925 1.242 0.263
N 1.688 0.252 0.258
N 1.391 -0.819 -0.417
C 0.297 -1.474 -0.348
O -0.574 -1.129 0.686
N -1.812 -0.459 0.128
C -1.377 0.801 -0.233
O -0.334 1.423 -0.292
H 1.476 2.225 0.667
H -0.007 -2.272 -1.118
H -2.144 1.475 -0.580

11
Properties=species:S:1:pos:R:3 method="wB97M-V/def2-TZVPD" homo_ev="-10.26 / -9.04" fmax_ha_per_bohr=0.0702 lumo_ev="-1.51 / -1.38" energy_ha=-430.6176 e_above_lowest_kcal_mol=190.40
C 0.500 -1.442 -0.260
C 1.528 -0.471 0.347
C -0.848 0.423 -0.777
N -0.557 -0.885 -0.670
N 1.574 0.706 0.094
N -1.107 1.244 0.367
O -1.322 2.406 0.223
O -1.001 0.672 1.408
H 0.455 -2.515 -0.233
H 2.114 -1.001 1.183
H -1.336 0.861 -1.683

11
Properties=species:S:1:pos:R:3 method="wB97M-V/def2-TZVPD" homo_ev=-9.91 fmax_ha_per_bohr=0.1517 lumo_ev=-1.00 energy_ha=-430.7263 e_above_lowest_kcal_mol=122.13
O -1.931 1.341 0.095
C -0.799 0.682 -0.012
N 0.380 1.419 -0.062
C 1.435 0.716 -0.084
C 1.441 -0.723 -0.094
N 0.281 -1.354 0.173
N -0.773 -0.621 -0.120
O -2.037 -1.141 -0.196
H 2.285 1.297 -0.373
H 2.360 -1.333 0.419
H -2.642 -0.282 0.254

11
Properties=species:S:1:pos:R:3 method="wB97M-V/def2-TZVPD" homo_ev=-9.96 fmax_ha_per_bohr=0.0997 lumo_ev=-0.19 energy_ha=-430.7863 e_above_lowest_kcal_mol=84.54
H 1.308 -0.364 -2.455
N 0.661 -1.078 -2.236
C 0.098 -0.568 -1.186
N -1.049 -1.007 -0.559
C -1.431 -0.729 0.607
N -0.688 0.023 1.537
C 0.308 0.626 0.875
O 1.176 1.483 1.498
O 0.489 0.732 -0.500
H -2.664 -1.013 0.781
H 1.714 2.132 0.723